Record 1
C12H33AlO13S4 | ωB97M-V/def2-TZVPD

Output
2S+1	2
M	540.63	Da
E_HOMO (alpha / beta)	-12.89 / -12.89	eV
frontier orbital gap (alpha / beta)	8.919 / 6.211	eV
charge	+1

```
63
C12H33AlO13S4, DFT ωB97M-V/def2-TZVPD
Al 13.229 -4.868 27.805
O 15.107 -3.622 29.553
H 15.573 -3.864 30.377
O 17.383 -8.196 28.821
S 16.220 -7.633 29.478
O 15.203 -6.940 28.692
O 15.338 -8.688 30.379
C 15.859 -9.921 30.781
C 16.774 -9.735 32.027
C 16.677 -6.463 30.832
H 16.452 -10.488 30.064
H 14.966 -10.537 30.883
H 17.775 -9.563 31.631
H 16.956 -10.659 32.576
H 16.462 -8.983 32.752
H 16.973 -7.138 31.635
H 15.881 -5.769 31.102
H 17.598 -5.914 30.634
O 16.561 1.509 28.920
S 17.659 0.648 29.374
O 18.983 0.676 28.707
O 17.944 1.077 30.995
C 16.780 1.050 31.825
C 16.930 -0.043 32.924
C 17.097 -1.110 29.616
H 15.901 0.961 31.186
H 16.770 2.049 32.259
H 16.668 -0.996 32.463
H 16.189 0.083 33.714
H 17.934 -0.047 33.348
H 16.202 -1.121 30.238
H 17.931 -1.651 30.063
H 16.886 -1.434 28.597
O 17.475 -2.342 25.937
S 17.320 -3.797 26.298
O 16.004 -4.402 26.318
O 18.294 -4.672 25.333
C 19.394 -4.079 24.688
C 19.572 -4.940 23.455
C 18.240 -4.253 27.847
H 20.217 -4.021 25.399
H 19.193 -3.042 24.419
H 19.958 -5.944 23.634
H 20.254 -4.699 22.640
H 18.686 -5.211 22.881
H 19.163 -3.673 27.854
H 18.606 -5.280 27.840
H 17.567 -3.838 28.598
O 20.178 -6.125 29.453
S 20.715 -5.268 30.470
O 20.847 -3.780 30.221
O 19.815 -5.420 31.898
C 19.770 -4.308 32.841
C 18.731 -3.313 32.373
C 22.341 -5.861 31.277
H 20.751 -3.834 32.820
H 19.565 -4.748 33.817
H 18.293 -2.832 33.248
H 17.899 -3.851 31.918
H 19.028 -2.492 31.720
H 23.109 -5.864 30.503
H 22.243 -6.879 31.653
H 22.742 -5.259 32.093
```

Löwdin atomic charge list, values in e, 5 entries:
1 Al 1.0718
2 O -0.0574
3 H 0.0199
4 O -0.2466
5 S 0.6719

***

Record 2
C12H25CaO12 | ωB97M-V/def2-TZVPD

Output
ΔE to the lowest compared entry with this formula, charge and spin	22.0	kJ/mol
M	401.40	Da
E_HOMO	3.91	eV
frontier orbital gap	2.328	eV
charge	-3

```
50
C12H25CaO12, DFT ωB97M-V/def2-TZVPD
Ca 36.236 -30.929 -21.737
C 33.894 -30.226 -23.325
O 32.783 -29.584 -23.147
O 34.986 -29.573 -23.346
O 34.028 -31.332 -22.637
C 34.694 -29.147 -19.905
O 34.732 -30.463 -19.825
O 35.656 -28.466 -20.435
O 33.508 -28.690 -19.885
O 40.213 -28.654 -22.749
C 38.826 -28.807 -22.662
O 38.369 -29.871 -22.181
O 38.149 -27.891 -23.176
H 40.081 -27.771 -23.166
C 38.338 -29.186 -18.614
C 38.761 -30.635 -19.011
C 39.260 -31.428 -17.805
O 37.609 -31.276 -19.507
H 37.328 -29.109 -18.212
H 38.402 -28.453 -19.416
H 39.033 -28.790 -17.858
H 39.562 -30.493 -19.736
H 40.130 -30.914 -17.383
H 39.661 -32.404 -18.106
H 38.467 -31.701 -17.108
H 36.833 -30.981 -18.990
C 36.983 -30.713 -25.860
C 36.786 -32.055 -25.149
C 37.562 -33.225 -25.814
O 37.120 -32.016 -23.766
H 36.399 -29.944 -25.343
H 36.483 -30.737 -26.836
H 38.002 -30.368 -26.045
H 35.716 -32.257 -25.151
H 38.603 -33.105 -25.505
H 37.557 -33.159 -26.903
H 37.074 -34.104 -25.398
H 38.009 -31.627 -23.725
C 35.050 -34.744 -21.990
C 35.468 -34.089 -20.727
C 35.767 -34.931 -19.504
O 36.488 -33.163 -21.039
H 34.197 -35.426 -21.916
H 35.909 -35.375 -22.292
H 34.873 -34.118 -22.864
H 34.566 -33.529 -20.442
H 36.676 -35.541 -19.553
H 34.928 -35.604 -19.300
H 35.830 -34.307 -18.612
H 37.260 -33.689 -21.280
```

Löwdin atomic charge list, values in e, 5 entries:
1 Ca 1.4250
2 C -0.9474
3 O -0.1811
4 O -0.2148
5 O -0.2855

***

Record 3
C12H28FN2O8P2 | ωB97M-V/def2-TZVPD

Output
M	409.31	Da
E_HOMO	-4.77	eV
frontier orbital gap	7.571	eV
charge	-1

```
53
C12H28FN2O8P2, DFT ωB97M-V/def2-TZVPD
N -2.742 -0.496 2.555
P -1.517 -1.664 2.767
O -2.304 -3.006 2.167
N -0.307 -1.388 1.551
C -0.405 -0.423 0.455
C -1.520 -0.814 -0.562
C -2.005 0.255 -1.507
O -1.472 0.780 -2.413
F -3.313 0.589 -1.214
C 0.972 -0.539 -0.343
O 1.701 -1.520 -0.108
O 1.221 0.392 -1.135
P -0.509 1.326 1.098
O -0.223 2.412 -0.054
O 0.720 1.246 2.177
H -2.947 -0.223 1.598
H -2.461 0.361 3.020
H -3.083 -2.740 1.664
H -0.097 -2.292 1.132
H -2.402 -1.238 -0.089
H -1.097 -1.600 -1.195
H 0.715 2.566 -0.244
H 1.338 0.535 1.929
C 0.509 -3.830 -3.941
C 0.217 -5.125 -3.209
O -0.999 -5.112 -2.481
C -2.174 -4.892 -3.234
C -2.430 -5.937 -4.309
H 0.527 -2.991 -3.243
H 1.478 -3.881 -4.440
H -0.240 -3.615 -4.706
H 0.994 -5.309 -2.466
H 0.238 -5.975 -3.903
H -2.166 -3.888 -3.674
H -2.989 -4.910 -2.509
H -1.649 -5.940 -5.070
H -3.379 -5.733 -4.807
H -2.475 -6.934 -3.868
C 0.609 5.124 3.156
C 1.851 4.268 2.974
O 2.668 4.666 1.882
C 3.186 5.977 1.936
C 4.067 6.250 3.145
H 0.012 5.122 2.243
H 0.003 4.727 3.971
H 0.852 6.162 3.395
H 1.548 3.248 2.753
H 2.437 4.236 3.900
H 2.377 6.716 1.883
H 3.774 6.089 1.024
H 3.514 6.169 4.081
H 4.477 7.261 3.086
H 4.895 5.540 3.181
```

Löwdin atomic charge list, values in e, 5 entries:
1 N -0.1961
2 P 0.7373
3 O -0.3444
4 N -0.2090
5 C -0.5267

***

Record 4
C5H11NO | ωB97M-V/def2-TZVPD

Output
ΔE to the lowest compared entry with this formula, charge and spin	82.3	kJ/mol
M	101.15	Da
E_HOMO	-9.54	eV
frontier orbital gap	10.409	eV
SMILES string	CNC(=O)C(C)C

```
18
C5H11NO, DFT ωB97M-V/def2-TZVPD
C -0.977 -1.416 1.848
N -1.153 -0.055 1.332
C 0.106 0.435 0.912
O 0.953 0.758 1.713
C 0.385 0.225 -0.572
C -0.646 0.812 -1.546
C 1.813 0.587 -0.953
H -0.449 -2.049 1.104
H -1.953 -1.862 2.056
H -0.381 -1.386 2.761
H -1.799 -0.082 0.551
H 0.298 -0.881 -0.617
H -0.434 1.865 -1.755
H -1.682 0.755 -1.191
H -0.599 0.266 -2.493
H 2.043 0.170 -1.938
H 1.960 1.671 -0.994
H 2.515 0.185 -0.218
```

Löwdin atomic charge list, values in e, 5 entries:
1 C -0.0942
2 N -0.0213
3 C -0.4643
4 O 0.1000
5 C -0.3538

***

Record 5
C8H27CaCl5MgN4O13P | ωB97M-V/def2-TZVPD

Output
ΔE to the lowest compared entry with this formula, charge and spin	0.0	kJ/mol
M	659.94	Da
E_HOMO	-8.54	eV
frontier orbital gap	1.355	eV
charge	+1

```
60
C8H27CaCl5MgN4O13P, DFT ωB97M-V/def2-TZVPD
O -1.053 2.388 -0.691
O -0.876 0.997 -0.212
C -0.075 0.239 -1.136
P -0.795 0.122 -2.947
H -2.024 2.474 -0.747
H -0.008 -0.734 -0.688
H 0.891 0.717 -1.195
H -1.081 -1.299 -2.755
H 0.682 -0.370 -3.546
H -0.447 1.556 -3.129
H -2.160 0.424 -2.531
H -1.271 0.074 -4.294
Ca -0.985 4.041 0.590
C 0.704 3.416 4.056
O -0.464 3.368 3.620
N 1.058 4.029 5.164
C 2.455 3.992 5.598
C 0.023 4.733 5.940
H 1.543 2.926 3.543
H 2.528 3.516 6.579
H 2.887 5.009 5.657
H 3.033 3.411 4.881
H -0.750 4.035 6.241
H -0.430 5.511 5.327
H 0.456 5.184 6.823
C 0.025 0.559 -7.793
N -0.629 -0.263 -6.740
O -1.734 0.080 -6.376
O 0.028 -1.178 -6.310
H -0.654 1.351 -8.077
H 0.943 0.954 -7.371
H 0.237 -0.098 -8.629
O 0.651 -4.035 -6.803
H 1.359 -4.060 -6.127
H 0.217 -3.199 -6.592
C -2.154 0.616 6.892
Cl -2.067 1.416 8.453
Cl -3.798 0.164 6.501
Cl -1.468 1.671 5.631
H -1.553 -0.288 6.937
N -1.307 -1.633 8.884
O -0.447 -1.592 7.969
O -0.977 -1.435 10.049
O -2.494 -1.842 8.586
O -5.179 4.476 1.107
H -5.424 3.821 0.446
H -5.603 4.151 1.910
N 2.188 -2.153 -4.310
O 2.920 -1.286 -4.723
O 2.292 -3.338 -4.526
O 1.157 -1.848 -3.552
Cl 0.838 -7.282 -2.447
C 1.457 -6.635 -3.993
C 2.673 -7.375 -4.473
Cl 4.091 -7.087 -3.431
H 1.664 -5.581 -3.852
H 0.656 -6.734 -4.721
H 2.935 -7.031 -5.471
H 2.497 -8.445 -4.511
Mg 2.937 5.883 7.528
```

Löwdin atomic charge list, values in e, 5 entries:
1 O -0.3320
2 O -0.1374
3 C -0.3183
4 P 0.6284
5 H 0.0892

***

Record 6
C6H12BNO3 | ωB97M-V/def2-TZVPD

Output
ΔE to the lowest compared entry with this formula, charge and spin	408.9	kJ/mol
M	156.98	Da
E_HOMO	-7.71	eV
frontier orbital gap	8.063	eV
SMILES string	C=C(C)/C(B(O)O)=C(\C)ON

```
23
C6H12BNO3, DFT ωB97M-V/def2-TZVPD
C 1.553 -1.440 1.197
C 1.408 -0.650 0.163
C 2.364 -0.533 -0.993
C 0.263 0.316 0.047
B 0.476 1.858 0.253
O -0.639 2.560 0.496
O 1.722 2.351 -0.091
C -0.968 -0.288 -0.137
C -1.377 -1.754 -0.216
O -1.931 0.638 -0.127
N -3.285 0.135 -0.111
H 2.493 -2.088 1.191
H 0.777 -1.405 1.883
H 1.800 -0.884 -1.794
H 2.644 0.462 -1.082
H 3.316 -0.926 -0.686
H -0.613 3.429 0.228
H 1.734 3.353 -0.243
H -2.179 -1.657 -0.931
H -0.557 -2.241 -0.691
H -1.703 -1.878 0.862
H -3.367 -0.282 0.887
H -3.929 0.921 -0.104
```

Löwdin atomic charge list, values in e, 5 entries:
1 C 0.0436
2 C -0.3709
3 C -0.0311
4 C -0.0205
5 B -0.6290